a:
The following is a DFT calculation (ωB97M-V/def2-TZVPD) of a 2-piece molecular cluster, C9H14O overall.

The geometry in XYZ format:
```
24
Properties=species:S:1:pos:R:3
O 1.43 -1.13 -2.32
C -0.21 -0.50 2.90
C 0.81 0.43 0.81
C -2.08 3.20 -0.50
C 1.50 0.21 -0.35
C 0.24 -1.90 1.02
C 0.28 -0.68 1.48
C 0.71 -2.16 -0.25
C 1.31 -1.05 -1.00
C -2.72 2.15 -1.45
H 1.72 -0.24 -2.74
H -0.88 0.42 2.92
H 2.01 1.08 -0.75
H 0.81 1.43 1.15
H 0.60 -3.21 -0.79
H -0.07 -2.91 1.49
H -0.72 -1.48 3.25
H -2.61 4.10 -0.51
H -3.76 2.11 -1.48
H -2.56 1.17 -1.09
H -1.01 3.36 -0.58
H -2.42 2.20 -2.52
H -2.18 3.06 0.55
H 0.62 -0.20 3.65
```

Calculated values
**Lowest unoccupied orbital energy**: 0.740 eV
**Molecular weight**: 138.21 g/mol
**Structure (SMILES)**: Cc1ccc(O)cc1.CC
**Spin multiplicity**: 1

***

b:
The following is a DFT calculation (ωB97M-V/def2-TZVPD) of a 2-piece molecular cluster, C9H14O overall.

The geometry in XYZ format:
```
24
Properties=species:S:1:pos:R:3
O -2.61 1.24 -0.33
C 0.52 2.75 -0.36
C 1.52 1.76 0.26
C 0.14 -1.86 0.20
C -1.65 0.26 -0.20
C -0.34 -1.12 1.28
C -0.22 -1.41 -1.06
C -1.32 -0.15 1.08
C 1.04 -3.03 0.44
C -1.07 -0.35 -1.30
H 1.03 3.72 -0.48
H -1.29 0.04 -2.28
H -0.01 -1.27 2.28
H -3.23 0.99 -1.02
H 1.90 -2.98 -0.24
H 1.38 -3.07 1.46
H -1.74 0.38 1.93
H 0.27 -1.90 -1.90
H 1.69 0.86 -0.33
H -0.35 3.00 0.24
H 0.19 2.48 -1.37
H 2.50 2.21 0.34
H 0.57 -3.97 0.14
H 1.09 1.43 1.21
```

Calculated values
**Lowest unoccupied orbital energy**: 0.882 eV
**Molecular weight**: 138.21 g/mol
**Structure (SMILES)**: Cc1ccc(O)cc1.CC
**Spin multiplicity**: 1

***

Quick ranking, most stable first: b, a.

***

a:
The following is a DFT calculation (ωB97M-V/def2-TZVPD) of a 3-piece molecular cluster, C4H13NO3 overall.

The geometry in XYZ format:
```
21
Properties=species:S:1:pos:R:3
O 2.40 -0.62 2.58
O 2.74 -0.26 -1.28
O -0.22 2.04 -0.86
N -0.12 0.35 0.67
C -2.53 0.38 0.03
C 0.32 1.48 0.08
C -0.93 -1.15 -1.12
C -1.25 -0.44 0.19
H 0.43 -0.10 1.38
H -1.87 -1.59 -1.49
H -3.41 -0.27 0.07
H -2.59 1.16 0.78
H 2.61 0.23 2.98
H 1.29 1.83 0.47
H 2.79 -0.59 1.70
H -2.50 0.83 -0.96
H -0.29 -2.01 -1.04
H -0.56 -0.42 -1.84
H 3.25 0.26 -1.92
H -1.41 -1.20 0.96
H 1.84 0.09 -1.38
```

Calculated values
**Lowest unoccupied orbital energy**: 0.578 eV
**Molecular weight**: 123.15 g/mol
**Structure (SMILES)**: CC(C)NC=O.O.O
**Spin multiplicity**: 1

***

b:
The following is a DFT calculation (ωB97M-V/def2-TZVPD) of a 3-piece molecular cluster, C4H13NO3 overall.

The geometry in XYZ format:
```
21
Properties=species:S:1:pos:R:3
O 1.03 2.15 -0.68
O -0.58 -2.25 2.43
O 2.72 0.91 -3.22
N 0.33 1.60 1.40
C 0.37 1.44 0.05
C -0.48 0.28 -0.48
C 0.41 -0.96 -0.66
C -1.81 0.05 0.23
H 2.08 0.23 -2.97
H 2.23 1.71 -3.42
H 1.41 -0.64 -0.86
H -1.46 -2.51 2.72
H -0.79 0.63 -1.48
H -1.70 -0.29 1.26
H -0.24 0.99 1.95
H -2.55 0.85 0.26
H 0.40 -1.61 0.21
H -2.33 -0.76 -0.31
H -0.01 -2.53 3.16
H 0.91 2.25 1.90
H 0.08 -1.55 -1.50
```

Calculated values
**Lowest unoccupied orbital energy**: 0.335 eV
**Molecular weight**: 123.15 g/mol
**Structure (SMILES)**: CC(C)C(N)=O.O.O
**Spin multiplicity**: 1

***

c:
The following is a DFT calculation (ωB97M-V/def2-TZVPD) of a 3-piece molecular cluster, C4H13NO3 overall.

The geometry in XYZ format:
```
21
Properties=species:S:1:pos:R:3
O 3.72 -1.20 0.10
O 2.01 1.62 -0.83
O -0.94 -1.53 1.73
N -1.23 0.19 0.24
C -1.72 1.03 1.37
C -0.91 -1.09 0.59
C -1.63 0.68 -1.05
C -0.01 -1.74 -0.43
H -0.91 0.29 -1.79
H -2.41 0.39 1.94
H -2.64 0.57 -1.43
H 0.50 -2.59 0.01
H 1.14 1.92 -0.58
H -0.90 1.22 2.07
H 3.52 -0.75 0.92
H 2.52 1.23 -0.14
H -1.27 1.72 -1.12
H -2.22 1.92 1.02
H 0.67 -1.00 -0.84
H -0.62 -2.23 -1.21
H 3.34 -0.64 -0.59
```

Calculated values
**Lowest unoccupied orbital energy**: 0.339 eV
**Molecular weight**: 123.15 g/mol
**Structure (SMILES)**: CC(=O)N(C)C.O.O
**Spin multiplicity**: 1

***

d:
The following is a DFT calculation (ωB97M-V/def2-TZVPD) of a 2-piece molecular cluster, C4H13NO3 overall.

The geometry in XYZ format:
```
21
Properties=species:S:1:pos:R:3
O 1.68 -0.30 1.24
O 0.92 1.25 -0.67
O 1.06 -2.79 -0.18
N -0.54 -0.64 1.19
C -0.23 0.57 -0.99
C -1.06 1.24 -2.13
C 0.54 -0.23 2.02
C -1.12 0.42 0.32
H -1.33 0.53 -3.02
H 0.76 -0.97 2.73
H 0.74 -3.40 0.44
H -1.13 1.40 0.95
H -2.13 0.26 0.15
H 0.18 -0.32 -1.49
H 1.33 -1.94 0.24
H -0.41 2.18 -2.45
H 0.41 0.68 2.53
H -2.16 1.55 -1.80
H -0.30 -1.52 0.66
H 1.83 0.25 0.27
H 0.96 1.80 0.01
```

Calculated values
**Lowest unoccupied orbital energy**: 0.804 eV
**Molecular weight**: 123.15 g/mol
**Structure (SMILES)**: C[C@@H](O)CNCO.O
**Spin multiplicity**: 1

***

Quick ranking, most stable first: b, a, c, d.

***

a:
The following is a DFT calculation (ωB97M-V/def2-TZVPD) of a 3-piece molecular cluster, C4H13NO3 overall.

The geometry in XYZ format:
```
21
Properties=species:S:1:pos:R:3
O -0.43 2.63 2.04
O 0.68 -2.87 -0.44
O -0.11 -0.75 3.37
N -0.07 -0.78 0.02
C 0.38 -1.99 0.37
C 1.42 -0.26 -1.85
C 0.09 0.11 -1.15
C -1.14 0.30 -2.03
H 2.27 -0.04 -1.17
H 0.02 0.06 3.82
H -1.32 1.31 -2.49
H 1.56 -1.36 -1.94
H 0.34 1.12 -0.65
H -0.96 -0.34 -3.02
H -1.24 3.12 2.22
H 1.44 0.23 -2.75
H 0.04 2.98 1.25
H -0.73 -1.18 3.86
H 0.39 -2.16 1.41
H -0.53 -0.27 0.77
H -2.10 0.15 -1.66
```

Calculated values
**Lowest unoccupied orbital energy**: 0.329 eV
**Molecular weight**: 123.15 g/mol
**Structure (SMILES)**: CC(C)NC=O.O.O
**Spin multiplicity**: 1

***

b:
The following is a DFT calculation (ωB97M-V/def2-TZVPD) of a 2-piece molecular cluster, C4H13NO3 overall.

The geometry in XYZ format:
```
21
Properties=species:S:1:pos:R:3
O 1.69 0.88 -0.34
O -0.31 1.77 0.33
O 0.02 0.75 -1.78
N -0.29 -0.68 1.47
C -0.70 -3.09 0.91
C -1.01 -1.62 0.62
C 0.96 3.00 -1.24
C 0.58 1.64 -0.68
H 1.57 2.87 -2.13
H -0.97 -3.34 1.93
H 0.06 3.56 -1.48
H 1.52 3.53 -0.48
H 0.71 -0.81 1.40
H 0.36 -3.29 0.76
H -0.37 0.91 0.84
H 1.60 0.12 -0.97
H -0.55 -0.81 2.45
H -1.27 -3.73 0.24
H -0.77 1.15 -2.17
H -0.75 -1.38 -0.42
H -2.08 -1.43 0.74
```

Calculated values
**Lowest unoccupied orbital energy**: 0.808 eV
**Molecular weight**: 123.15 g/mol
**Structure (SMILES)**: CC(O)(O)O.CCN
**Spin multiplicity**: 1

***

Quick ranking, most stable first: b, a.